Density functional theory data (the ωB97M-V functional and the def2-TZVPD basis) for a 3-piece molecular cluster, C19H39N7O6PS overall.

CARTESIAN COORDINATES (ANGSTROEM)
N -8.79 2.21 2.43
C -7.50 1.81 2.61
N -6.82 1.77 3.75
C -5.60 1.31 3.46
P -4.33 1.17 4.85
O -5.22 0.23 5.83
O -3.24 0.15 4.19
N -5.50 1.06 2.14
S -4.14 0.50 1.21
N -6.73 1.37 1.60
C -7.03 1.22 0.21
C -7.19 -0.04 -0.34
C -7.47 -0.10 -1.69
C -7.58 1.09 -2.41
N -7.41 2.30 -1.88
C -7.15 2.35 -0.58
H -9.01 3.15 2.14
H -9.54 1.61 2.72
H -5.75 -0.44 5.39
H -3.61 -0.66 3.84
H -4.34 1.42 0.26
H -7.08 -0.94 0.25
H -7.62 -1.05 -2.19
H -7.81 1.05 -3.47
H -7.03 3.33 -0.13
C 1.70 2.30 -2.63
O 1.27 1.06 -3.16
C 2.07 -0.06 -2.77
C 1.31 -0.98 -1.86
N 1.07 -0.38 -0.55
C 0.16 -1.12 0.30
C -1.28 -1.28 -0.17
O -2.02 -0.05 -0.20
C -1.87 0.72 -1.39
H 1.11 3.07 -3.11
H 1.56 2.36 -1.55
H 2.76 2.48 -2.85
H 3.01 0.27 -2.31
H 2.33 -0.61 -3.68
H 1.88 -1.91 -1.73
H 0.37 -1.24 -2.37
H 0.72 0.56 -0.68
H 0.14 -0.62 1.27
H 0.57 -2.12 0.47
H -1.80 -1.91 0.56
H -1.36 -1.78 -1.14
H -1.70 0.08 -2.26
H -1.06 1.44 -1.31
H -2.80 1.27 -1.55
C 8.14 1.20 0.03
O 8.42 -0.16 0.29
C 7.96 -0.63 1.55
C 6.83 -1.62 1.38
N 5.62 -0.97 0.88
C 4.56 -1.88 0.50
C 4.82 -2.84 -0.66
O 4.96 -2.19 -1.92
C 6.27 -1.72 -2.21
H 8.67 1.46 -0.89
H 7.07 1.38 -0.12
H 8.50 1.84 0.83
H 7.64 0.21 2.18
H 8.79 -1.13 2.05
H 6.61 -2.08 2.35
H 7.19 -2.41 0.71
H 5.87 -0.39 0.09
H 3.69 -1.27 0.23
H 4.27 -2.47 1.37
H 3.94 -3.48 -0.76
H 5.67 -3.50 -0.48
H 7.03 -2.35 -1.76
H 6.41 -0.69 -1.89
H 6.39 -1.75 -3.29

The value obtained for the energy is -63166.107 eV. The orbital gap comes out at 6.501 eV. As for the HOMO energy: -9.96 eV. As for the net charge: +1.

Atom charges from the Mulliken analysis, given in e for atoms 1 to 2: number 1, N, carries -0.304; number 2, C, carries 0.104

Density functional theory data (the ωB97M-V functional and the def2-TZVPD basis) for C22H22Cl6N5O4V as an isolated structure.

CARTESIAN COORDINATES (ANGSTROEM)
O 1.24 3.06 1.78
V 2.16 2.10 0.93
N 0.03 -0.68 1.24
O -0.22 -0.91 2.39
O -0.48 -1.32 0.34
O 0.69 0.29 0.91
N 1.04 3.00 -0.76
C 0.96 4.31 -1.14
C 0.37 4.81 -2.31
C -0.38 3.87 -3.04
C -0.45 2.51 -2.68
C 0.27 2.18 -1.58
H 1.44 5.05 -0.52
H 0.47 5.79 -2.73
H -0.76 4.16 -4.00
H -0.99 1.92 -3.40
H 0.37 1.14 -1.28
N 3.62 1.22 2.39
C 4.93 1.51 2.74
C 5.72 0.78 3.64
C 5.10 -0.22 4.34
C 3.76 -0.49 4.16
C 3.10 0.20 3.17
H 5.48 2.28 2.22
H 6.78 0.91 3.84
H 5.69 -0.78 5.05
H 3.30 -1.36 4.60
H 2.05 -0.07 3.11
N -1.24 -1.37 -3.64
C -1.73 -1.51 -4.92
C -1.74 -2.72 -5.53
C -1.11 -3.88 -4.88
C -0.72 -3.77 -3.55
C -0.74 -2.52 -2.97
H -2.13 -0.69 -5.50
H -2.21 -2.71 -6.50
H -1.05 -4.81 -5.43
H -0.22 -4.61 -3.10
H -0.39 -2.46 -1.96
N -1.81 3.25 1.63
C -2.51 3.82 0.63
C -3.48 3.16 -0.11
C -3.65 1.78 0.18
C -2.96 1.13 1.17
C -2.03 1.91 1.85
H -2.36 4.89 0.50
H -4.04 3.60 -0.92
H -4.37 1.31 -0.47
H -2.99 0.08 1.41
H -1.36 1.47 2.58
C 1.05 -4.59 1.89
Cl 0.27 -4.73 0.29
Cl 2.68 -4.19 1.50
Cl 0.77 -6.05 2.95
H 0.56 -3.75 2.37
C -3.05 -3.42 1.44
Cl -4.38 -2.87 2.58
Cl -3.37 -2.87 -0.19
Cl -2.90 -5.16 1.55
H -2.09 -2.99 1.73

The value obtained for the energy is -139627.695 eV. The orbital gap (spin up / spin down) comes out at 7.406 / 8.500 eV. As for the HOMO energy (spin up / spin down): -7.77 / -8.91 eV. As for the spin multiplicity: 3.

Atom charges from the Mulliken analysis, given in e for atoms 1 to 2: number 1, O, carries -0.616; number 2, V, carries 1.004

Density functional theory data (the ωB97M-V functional and the def2-TZVPD basis) for a 10-piece molecular cluster, BF4H18O9 overall.

CARTESIAN COORDINATES (ANGSTROEM)
B 0.92 -0.06 0.89
F -0.11 0.60 0.30
F 1.57 0.74 1.76
F 0.42 -1.02 1.70
F 1.72 -0.73 -0.05
O 0.70 2.67 -1.77
H 0.06 3.36 -1.67
H 0.08 1.91 -1.64
O 1.82 -3.58 -0.44
H 1.12 -3.98 -0.91
H 1.57 -2.76 -0.01
O 0.45 -1.47 -2.35
H 0.49 -0.95 -3.15
H 1.05 -1.02 -1.80
O 2.99 2.47 -0.10
H 2.64 2.04 0.66
H 2.27 2.34 -0.67
O -1.86 2.50 -0.15
H -2.79 2.38 -0.30
H -1.40 1.70 -0.44
O -0.55 2.77 2.19
H 0.12 2.12 2.20
H -1.02 2.66 1.33
O -2.04 0.41 -1.90
H -2.86 -0.12 -1.99
H -1.41 -0.24 -1.78
O -1.91 -2.01 0.78
H -1.89 -2.38 -0.10
H -1.05 -1.59 0.95
O -0.47 -3.14 3.10
H 0.23 -2.49 3.16
H -0.83 -3.11 2.22

The value obtained for the energy is -30275.735 eV. The orbital gap comes out at 9.661 eV. As for the HOMO energy: -7.25 eV. As for the net charge: -1.

Atom charges from the Mulliken analysis, given in e for atoms 1 to 2: number 1, B, carries 0.163; number 2, F, carries 0.190

Density functional theory data (the ωB97M-V functional and the def2-TZVPD basis) for a 2-piece molecular cluster, C4H6OS overall.

CARTESIAN COORDINATES (ANGSTROEM)
C -2.51 0.36 0.08
C -1.24 0.67 -0.25
S 0.00 -0.66 -0.27
O -0.86 -1.93 0.38
H -3.17 1.13 0.13
H -2.73 -0.72 0.14
H -0.81 1.60 -0.68
H -0.80 -2.83 -0.09
C 3.31 0.25 0.53
C 2.58 0.76 -0.28
H 4.06 -0.12 1.13
H 2.16 1.49 -0.81

The SMILES is C=CSO.C#C. The value obtained for the energy is -17123.221 eV. The orbital gap comes out at 8.501 eV. As for the HOMO energy: -8.05 eV.

Atom charges from the Mulliken analysis, given in e for atoms 1 to 2: number 1, C, carries -0.634; number 2, C, carries -0.140

Density functional theory data (the ωB97M-V functional and the def2-TZVPD basis) for one molecule with the formula C3H5NO.

CARTESIAN COORDINATES (ANGSTROEM)
N -2.51 -0.91 -0.17
C -1.52 -0.28 -0.03
C -0.39 0.56 0.20
C 0.82 0.00 -0.51
O 1.23 -1.23 0.11
H -0.77 1.60 -0.03
H -0.18 0.70 1.29
H 0.64 -0.30 -1.56
H 1.61 0.80 -0.42
H 1.08 -0.94 1.12

The SMILES is N#CCCO. The value obtained for the energy is -6728.377 eV. The orbital gap comes out at 11.510 eV. As for the HOMO energy: -11.00 eV.

Atom charges from the Mulliken analysis, given in e for atoms 1 to 2: number 1, N, carries -0.427; number 2, C, carries 0.408

Density functional theory data (the ωB97M-V functional and the def2-TZVPD basis) for one molecule with the formula CH2Br3P.

CARTESIAN COORDINATES (ANGSTROEM)
Br 1.25 1.53 -1.33
C 0.09 0.83 0.04
P 0.59 -1.12 0.45
Br -1.20 -1.53 1.68
Br -0.01 -1.95 -1.51
H -0.95 0.85 -0.29
H 0.23 1.39 0.96

The SMILES is BrCP(Br)Br. The value obtained for the energy is -220486.618 eV. The orbital gap comes out at 9.692 eV. As for the HOMO energy: -9.62 eV.

Atom charges from the Mulliken analysis, given in e for atoms 1 to 2: number 1, Br, carries -0.090; number 2, C, carries -0.745

Density functional theory data (the ωB97M-V functional and the def2-TZVPD basis) for a 2-piece molecular cluster, C5H14 overall.

CARTESIAN COORDINATES (ANGSTROEM)
C 0.31 2.71 0.24
C -0.90 1.75 0.57
C -1.49 1.22 -0.76
H 1.23 2.25 0.60
H 0.19 3.65 0.81
H 0.37 3.01 -0.80
H -0.62 0.83 1.10
H -1.58 2.37 1.16
H -0.81 0.38 -0.99
H -2.52 0.88 -0.68
H -1.39 1.94 -1.58
C 0.86 -2.89 0.73
C 1.18 -2.60 -0.74
H -0.17 -3.20 0.96
H 1.44 -3.64 1.26
H 0.77 -1.90 1.20
H 1.14 -3.46 -1.41
H 2.18 -2.18 -0.70
H 0.36 -2.01 -1.15

The SMILES is CCC.CC. The value obtained for the energy is -5411.229 eV. The orbital gap comes out at 12.381 eV. As for the HOMO energy: -11.32 eV.

Atom charges from the Mulliken analysis, given in e for atoms 1 to 2: number 1, C, carries -0.963; number 2, C, carries -0.182

Density functional theory data (the ωB97M-V functional and the def2-TZVPD basis) for a 3-piece molecular cluster, C8H22Br2O8P2 overall.

CARTESIAN COORDINATES (ANGSTROEM)
Br 2.64 -1.36 -2.65
C 1.96 -1.16 -0.84
C 2.61 -2.10 0.15
Br 4.63 -1.78 0.21
H 0.91 -1.44 -0.87
H 2.25 -0.15 -0.54
H 2.34 -3.16 0.10
H 2.25 -1.97 1.17
C 0.76 1.66 -2.38
O -0.26 2.56 -2.80
P -1.33 2.26 -4.05
O -0.90 1.36 -5.11
O -2.64 1.68 -3.34
C -3.82 1.39 -4.06
O -1.73 3.76 -4.60
C -1.05 4.46 -5.64
H 0.86 1.34 -1.34
H 1.76 2.06 -2.57
H 0.69 0.75 -2.97
H -4.64 2.04 -3.73
H -4.12 0.34 -4.02
H -3.76 1.69 -5.11
H -0.21 3.92 -6.09
H -0.87 5.42 -5.15
H -1.74 4.77 -6.41
C 1.61 -3.83 4.66
O 0.25 -3.42 4.52
P 0.06 -2.03 3.73
O -0.50 -2.23 2.35
O 1.46 -1.25 4.04
C 1.55 0.25 4.28
O -0.98 -1.14 4.67
C -2.32 -1.14 4.41
H 1.66 -4.91 4.47
H 1.93 -3.69 5.69
H 2.33 -3.35 4.00
H 2.58 0.58 4.35
H 0.95 0.54 5.14
H 1.07 0.81 3.48
H -2.87 -1.93 4.94
H -2.52 -1.37 3.36
H -2.86 -0.21 4.54

The value obtained for the energy is -183688.246 eV. The orbital gap (spin up / spin down) comes out at 8.735 / 2.883 eV. As for the HOMO energy (spin up / spin down): -12.78 / -12.78 eV. As for the spin multiplicity: 2. As for the net charge: +1.

Atom charges from the Mulliken analysis, given in e for atoms 1 to 2: number 1, Br, carries 0.254; number 2, C, carries -0.580